C52H30BrCl3F15Ge2N6O2STi | wB97M-V/def2-TZVPD

2S+1: 4
Relative energy (zero: lowest compared OMol25 entry of this formula, charge and spin), eV: 2.619
Net charge: -2
Electronic energy, eV: -362805.524
E_HOMO (spin up / spin down), eV: -3.028 / -3.013
Molar mass, g/mol: 1467.24
⟨S²⟩: 3.830
Kohn-Sham gap (spin up / spin down), eV: 6.7 / 5.0

Geometry as XYZ:
```
113
Properties=species:S:1:pos:R:3:forces:R:3:mulliken_charge:R:1
C 5.728 -2.550 2.404 0.04 -0.05 0.11 -0.20
N -1.382 0.046 -2.633 0.07 0.61 -0.14 2.48
H 0.898 2.378 -3.385 0.01 -0.15 -0.10 0.28
C 1.327 -1.470 4.515 -0.03 -0.08 -0.08 -1.51
C -4.306 -1.250 0.375 0.05 0.08 0.04 -0.51
F 2.289 3.369 3.411 -0.03 0.34 0.20 -0.14
C -2.858 2.939 -5.323 -0.09 -0.08 -0.06 -0.88
C 5.016 5.233 4.863 -0.02 -0.22 -0.14 0.60
H 1.788 2.646 -0.854 0.00 -0.22 -0.14 0.22
H 3.994 2.581 -1.963 0.00 0.09 0.08 0.72
H 0.983 1.992 -5.104 0.01 0.00 -0.04 0.54
H -3.963 -0.232 -2.314 -0.07 0.01 -0.07 -0.28
C 3.917 0.454 -2.320 -0.47 -0.41 0.01 -0.55
C 5.893 4.130 -0.869 0.31 0.14 -0.24 0.28
F 6.914 2.627 3.212 0.13 0.21 0.24 -0.38
Br -0.799 1.335 1.581 -0.43 0.18 0.41 -0.37
C -0.455 -2.560 0.929 0.44 0.67 -0.45 1.20
H -3.257 3.741 -5.928 -0.04 0.04 -0.09 0.34
C -0.637 -2.494 2.429 0.49 -1.19 -0.04 -0.56
C 4.591 2.940 3.302 -0.02 -0.03 -0.13 -0.13
H -3.558 -1.166 3.209 -0.08 0.00 -0.07 0.33
H 0.783 0.686 -3.924 0.09 0.12 0.02 0.10
F 7.745 4.167 -2.363 -0.24 -0.21 0.32 -0.35
C 5.557 2.203 0.589 0.01 0.09 -0.19 0.33
C -4.163 -0.019 -3.366 0.06 0.04 0.04 -0.83
S 2.418 0.662 1.614 0.70 0.32 0.29 0.18
Cl -3.646 3.265 1.063 -0.14 0.21 0.30 -0.46
C 5.185 3.451 0.105 -0.02 -0.39 0.45 -0.36
C -3.002 -1.250 -0.100 0.07 -0.13 -0.09 0.77
F 7.176 0.487 0.526 0.28 0.14 -0.22 -0.30
H -6.232 -2.193 0.303 -0.02 0.02 0.00 0.39
H 1.641 -1.075 3.546 0.16 0.03 -0.03 0.14
C 0.083 -0.780 4.957 0.20 -0.21 0.05 1.57
C -2.263 0.490 5.796 -0.11 0.01 0.07 -0.80
H 3.460 -1.632 -2.552 0.01 -0.11 -0.03 0.61
N -0.142 -1.430 0.269 0.29 -0.77 1.81 0.26
O -0.513 -3.526 3.104 -0.12 0.40 -0.28 -0.75
C -0.460 -3.840 0.395 0.14 -0.47 -0.05 -0.66
C -0.767 -3.539 -2.030 0.08 -0.05 0.15 -1.31
Ge -3.040 2.203 -0.814 -0.69 0.33 -0.13 1.27
F 5.356 0.643 4.958 0.14 -0.25 0.25 -0.36
H -0.423 -4.613 1.154 -0.04 0.08 0.00 0.49
C 3.529 3.716 3.743 0.20 -0.28 -0.09 -0.15
C -3.535 -3.090 -1.533 0.13 0.15 0.08 -0.67
C 3.723 4.854 4.514 0.14 0.15 0.12 -0.11
C 3.131 -0.656 -2.238 0.35 0.23 -0.07 -1.19
F 4.075 4.011 0.627 0.20 0.19 -0.44 -0.43
Ti -0.550 0.515 -0.735 -0.94 0.82 0.91 -1.42
C -1.115 0.555 6.573 -0.03 -0.01 -0.09 -0.67
H -3.493 0.593 3.050 -0.01 0.02 -0.14 0.16
H -4.027 -0.946 -3.926 -0.08 -0.08 0.05 0.34
F 8.562 1.730 -1.434 -0.18 0.11 0.08 -0.35
H 0.929 -0.042 6.764 0.07 -0.03 -0.01 0.40
F 5.796 -3.612 1.584 0.04 0.16 0.12 -0.33
C -2.598 -2.166 -1.069 -0.31 0.01 0.32 0.31
H -4.392 -0.131 4.396 -0.07 0.03 -0.01 0.46
H 1.132 -2.536 4.392 0.05 0.00 0.02 0.33
H -0.649 -3.862 -3.051 -0.03 -0.13 -0.11 0.46
C -5.220 -2.182 -0.083 -0.01 -0.01 0.11 -0.89
N -1.094 -1.362 2.915 -0.82 0.66 0.67 0.55
C 5.874 -1.629 4.623 0.00 -0.16 -0.01 0.03
C 5.313 -0.179 2.757 -0.07 -0.09 0.19 0.25
H -5.512 -3.855 -1.396 -0.14 -0.05 -0.04 0.40
C -1.460 -1.236 -3.003 0.33 -0.72 -0.12 -0.72
H -0.815 3.526 -5.580 0.04 0.05 -0.03 0.44
C -3.702 2.000 -4.760 0.04 -0.04 -0.15 -0.87
C -0.408 -4.277 -0.958 -0.19 -0.08 -0.40 -1.20
C 5.972 -2.719 3.765 -0.07 0.23 -0.07 0.70
H -1.121 1.113 7.500 0.01 0.01 0.05 0.39
H -4.762 2.044 -4.964 -0.15 0.01 0.05 0.33
C -3.511 -0.233 3.764 0.09 0.01 0.03 -1.36
N 1.355 0.658 -1.233 1.22 -0.39 -0.56 2.29
C 1.816 -0.532 -1.713 -0.54 0.13 0.04 -0.15
C 6.098 4.469 4.434 0.03 0.18 0.08 0.15
C 0.509 1.715 -4.163 -0.01 -0.02 0.13 -1.74
H -5.195 0.312 -3.465 -0.08 0.03 0.01 0.40
F 6.299 -3.932 4.246 -0.05 0.25 -0.09 -0.34
C -1.500 2.835 -5.105 0.03 -0.06 0.01 -0.77
Cl -0.803 2.838 -1.272 0.14 1.16 -0.22 -0.41
C 7.444 2.291 -0.933 0.12 0.28 -0.31 0.29
C 5.415 -1.288 1.929 -0.04 0.26 0.04 0.06
Ge 4.336 1.410 2.006 0.11 -0.32 0.24 0.25
C 2.165 1.724 -1.292 0.74 0.63 -0.06 -1.47
N -0.160 -1.475 -1.064 -1.67 -0.17 -0.59 1.84
F 7.349 4.838 4.772 -0.19 -0.04 -0.04 -0.33
H -3.254 -3.786 -2.307 0.06 -0.10 -0.07 0.51
F 5.505 5.342 -1.308 0.07 -0.29 0.09 -0.37
H -3.167 0.987 6.127 -0.05 0.00 0.00 0.42
C -1.085 -0.828 4.137 0.27 0.20 0.13 -0.76
C -2.272 -0.186 4.596 -0.22 0.08 -0.12 1.48
N 1.005 -1.569 -1.767 2.10 -1.28 -0.86 -1.93
F 2.686 5.601 4.926 0.15 -0.10 -0.04 -0.32
H -2.309 -0.532 0.335 -0.37 -0.21 0.10 0.22
C 0.038 -0.091 6.153 0.13 0.00 0.02 -1.02
C -0.980 1.846 -4.282 0.08 -0.22 0.08 1.18
C -1.253 -2.159 -1.765 0.11 -0.18 -0.54 2.20
C 5.516 -0.390 4.108 0.10 0.06 -0.43 0.06
H -4.593 -0.508 1.107 -0.01 0.03 0.02 0.57
Cl -3.802 3.871 -2.140 -0.21 0.13 0.06 -0.43
C 7.034 3.536 -1.410 -0.16 -0.14 0.26 0.64
O -1.701 -1.702 -4.107 -0.13 -0.19 0.09 -0.75
C 6.714 1.655 0.057 -0.46 0.18 0.30 0.39
H 2.130 -1.334 5.237 0.04 0.09 -0.02 0.42
H 4.919 0.397 -2.722 0.10 -0.06 -0.07 0.47
C -4.820 -3.112 -1.028 -0.07 -0.03 -0.13 -0.93
C 3.412 1.681 -1.862 -0.39 0.38 0.13 -0.81
F 5.172 -1.122 0.621 0.02 -0.44 0.15 -0.17
F 5.221 6.333 5.610 -0.04 -0.29 -0.18 -0.33
H -0.100 -5.303 -1.123 0.03 -0.02 0.06 0.42
C 5.865 3.348 3.655 -0.37 -0.06 -0.05 0.66
F 6.121 -1.795 5.937 -0.08 0.01 -0.17 -0.35
C -1.849 0.976 -3.608 -0.35 0.24 -0.50 -1.63
C -3.221 1.015 -3.910 0.13 -0.03 -0.01 1.51
```
Forces are in eV/Å.